Density functional theory data (wB97M-V/def2-TZVPD) for a molecular structure, C52H47CoN6O3P2S at a distorted geometry.

Element x y z (Å)
Co1 0.09365 1.92044 -0.52894
O1 0.86429 -1.34497 0.36490
C1 1.02802 -1.07726 1.73555
C2 0.82854 -2.06993 2.68081
C3 1.14245 -1.85313 4.01097
C4 1.83469 -0.70170 4.37496
C5 2.12822 0.26899 3.42782
C6 1.57469 0.22716 2.14762
P1 1.76806 1.77593 1.18535
C7 3.44768 2.15693 0.55283
C8 4.58024 1.41092 0.89156
C9 5.75630 1.65128 0.22557
C10 5.89037 2.66878 -0.75738
C11 4.75629 3.46993 -1.00355
C12 3.58247 3.26265 -0.29024
C13 1.46354 3.05725 2.44949
C14 2.48275 3.94460 2.83825
C15 2.18218 5.08348 3.57548
C16 0.85888 5.37281 3.86395
C17 -0.11980 4.43524 3.66344
C18 0.19478 3.25550 2.99111
C19 0.94446 -2.71876 0.02644
C20 2.12147 -3.43712 0.31693
C21 2.30177 -4.74358 -0.16935
C22 1.28686 -5.37310 -0.88537
C23 0.07209 -4.80629 -0.91893
C24 -0.11224 -3.44158 -0.68842
P2 -1.58285 -2.63849 -1.28234
C25 -2.81285 -3.42793 -0.26500
C26 -2.68173 -4.42298 0.69148
C27 -3.80975 -5.02183 1.21738
C28 -5.09320 -4.53158 0.91450
C29 -5.27713 -3.43049 0.07573
C30 -4.09188 -2.94061 -0.54275
C31 -1.93708 -3.54665 -2.82203
C32 -2.80211 -4.67002 -2.92214
C33 -3.05156 -5.23445 -4.13124
C34 -2.61516 -4.70959 -5.36481
C35 -1.67139 -3.60130 -5.32556
C36 -1.39454 -3.05828 -4.05901
H1 0.30437 -3.01084 2.46458
H2 0.97716 -2.64103 4.80049
H3 2.07989 -0.52091 5.41819
H4 2.72555 1.14311 3.72792
H5 4.52265 0.70462 1.70626
H6 6.66457 1.05600 0.47250
H7 6.86943 2.93872 -1.09269
H8 4.85560 4.30829 -1.68882
H9 2.65970 3.86794 -0.52036
H10 3.52094 3.75407 2.60887
H11 2.98407 5.84873 3.70244
H12 0.48511 6.37883 4.02329
H13 -1.09686 4.60264 4.10570
H14 -0.56598 2.48597 2.76257
H15 2.90608 -2.99301 0.89249
H16 3.28588 -5.15916 0.04340
H17 1.47818 -6.38154 -1.30976
H18 -0.78842 -5.40817 -1.15340
H19 -1.71139 -4.78635 1.02455
H20 -3.70171 -5.85289 1.94382
H21 -5.91811 -5.00153 1.42129
H22 -6.24157 -3.00816 -0.14589
H23 -4.17057 -2.19473 -1.31819
H24 -3.24175 -5.11596 -2.06275
H25 -3.68028 -6.14469 -4.01775
H26 -2.99559 -5.12538 -6.26779
H27 -1.27836 -3.14400 -6.20277
H28 -0.73475 -2.19837 -4.00751
N1 -3.50888 2.93539 -2.26653
C37 -3.86573 1.64418 -2.45235
C38 -2.69653 0.95272 -2.57503
N2 -1.63163 1.74819 -2.28851
C39 -2.18935 2.98052 -2.05302
C40 -1.45290 4.04481 -1.42808
N3 -0.17393 3.91824 -0.86614
C41 0.28040 5.21143 -0.64898
C42 -0.58779 6.10802 -1.16780
N4 -1.73255 5.40670 -1.51637
H29 -4.10225 3.73213 -2.12144
H30 -4.83319 1.28000 -2.58396
H31 -2.56127 -0.06299 -2.83056
H32 1.26346 5.39918 -0.26199
H33 -0.55942 7.19671 -1.12750
H34 -2.53201 5.74883 -2.00843
C43 3.59613 1.70306 -4.72032
N5 3.58646 0.72438 -3.61899
C44 2.81182 0.69727 -2.52987
S1 1.52573 1.87430 -2.38802
N6 3.07742 -0.22824 -1.56832
C45 4.27114 -1.13682 -1.54309
H35 4.51149 1.57686 -5.38023
H36 3.56584 2.70910 -4.32891
H37 2.69307 1.63428 -5.36345
H38 4.15568 -0.13873 -3.78043
H39 2.29652 -0.36041 -0.91226
H40 5.05799 -0.57412 -1.97679
H41 4.07454 -2.08529 -2.11927
H42 4.45386 -1.35338 -0.49635
O2 -3.36668 1.25970 0.12943
C46 -2.47556 1.07996 1.00331
O3 -1.18662 1.12553 0.77915
C47 -2.88692 0.84655 2.45049
C48 -3.97815 1.35997 3.04585
C49 -4.24435 1.00514 4.38543
C50 -3.53519 0.00408 5.06539
C51 -2.44514 -0.59196 4.40686
C52 -2.17322 -0.15178 3.13152
H43 -4.72123 2.06831 2.59085
H44 -4.98692 1.58294 4.88719
H45 -3.87079 -0.41659 6.05744
H46 -1.89099 -1.40995 4.83965
H47 -1.35772 -0.61068 2.55472

Gap between HOMO and LUMO (alpha / beta)   0.293 / 0.284 Ha
Charge   +1
Expectation value of S²   3.760
HOMO level (alpha / beta)   -9.85 / -9.85 eV
2S+1   4
Energy relative to the best compared isomer or geometry (same formula, charge and spin)   53.64 kcal per mole
LUMO level (alpha / beta)   -1.87 / -2.12 eV

=====

Density functional theory data (wB97M-V/def2-TZVPD) for a molecular structure, C29H55Cl28F5NO7PS at a distorted geometry.

Element x y z (Å)
C1 2.48104 0.83724 4.73571
C2 1.04909 0.43895 5.04764
O1 0.19731 0.29164 3.88620
P1 -0.22964 1.67017 3.19200
O2 0.16390 2.82346 4.00810
C3 0.56504 1.70815 1.53656
C4 1.99696 2.24667 1.64298
C5 2.49831 3.24722 0.57252
O3 3.04870 4.41611 1.25254
S1 3.17188 5.54083 0.08288
O4 2.33426 6.59983 0.54851
O5 4.50642 5.98540 -0.08928
O6 2.63215 4.74261 -1.18218
C6 1.71870 3.63838 -0.67038
C7 0.37235 4.41827 -0.54124
C8 0.06280 5.37196 -1.73892
N1 0.29458 6.79335 -1.51473
C9 1.75717 2.67370 -1.86527
C10 1.39511 1.21431 -1.58052
C11 -0.12641 1.03547 -1.70802
C12 -0.54490 -0.41838 -1.53385
F1 -0.56061 -1.09153 -2.70882
F2 0.27059 -1.08282 -0.69434
C13 -1.97047 -0.46948 -0.94554
F3 -2.84495 0.15916 -1.75135
F4 -2.38199 -1.73570 -0.82046
F5 -2.00030 0.13510 0.23649
O7 -1.83133 1.71032 3.01502
C14 -2.25519 2.99701 2.52747
C15 -2.94419 3.83850 3.59775
H1 2.62807 1.91629 4.76428
H2 3.18037 0.42227 5.46100
H3 2.77611 0.45176 3.75977
H4 0.59135 1.07094 5.80224
H5 1.09252 -0.55568 5.49203
H6 0.61511 0.66651 1.21465
H7 -0.10575 2.23461 0.86641
H8 2.15218 2.71206 2.61563
H9 2.66760 1.38262 1.63701
H10 3.39959 2.77313 0.16871
H11 0.34288 4.93896 0.41606
H12 -0.46075 3.71110 -0.53300
H13 0.54049 5.04183 -2.65681
H14 -1.01257 5.27709 -1.91124
H15 1.27630 6.99347 -1.63646
H16 0.06022 7.01260 -0.55690
H17 1.20118 3.07705 -2.70613
H18 2.80684 2.68026 -2.16753
H19 1.83170 0.62904 -2.39012
H20 1.81751 0.81624 -0.66301
H21 -0.37777 1.27899 -2.74211
H22 -0.70459 1.71227 -1.08903
H23 -2.96403 2.83182 1.71471
H24 -1.43820 3.58383 2.10567
H25 -3.88342 4.24051 3.21935
H26 -2.33928 4.69745 3.88241
H27 -3.15145 3.27434 4.50338
C16 -4.87450 -2.04337 -0.65489
Cl1 -6.04996 -1.57711 0.57553
Cl2 -4.71573 -3.79855 -0.79290
H28 -5.19970 -1.64486 -1.60975
H29 -3.90410 -1.63390 -0.38811
C17 -5.19626 -0.18940 -4.02964
Cl3 -5.82465 1.02997 -2.91420
Cl4 -6.50924 -1.22856 -4.60724
H30 -4.71986 0.30761 -4.86657
H31 -4.48051 -0.81381 -3.50896
C18 -0.74164 -0.83433 -7.85160
Cl5 -0.26954 -1.80640 -9.24064
Cl6 -0.15017 0.83052 -7.99648
H32 -1.82363 -0.81275 -7.79313
H33 -0.32783 -1.28035 -6.95558
C19 -6.20503 -6.92217 0.00055
Cl7 -4.88347 -7.30060 1.11350
Cl8 -6.58571 -8.29346 -1.04786
H34 -7.08613 -6.66846 0.57742
H35 -5.90794 -6.08296 -0.61434
C20 -1.33837 -9.02793 0.30534
Cl9 -0.01592 -9.40301 1.41704
Cl10 -1.72202 -10.40154 -0.73864
H36 -2.21947 -8.77376 0.88364
H37 -1.04449 -8.19013 -0.31562
C21 -0.29447 -3.10186 2.34606
Cl11 1.22757 -2.23458 2.09788
Cl12 -0.07212 -4.85373 2.26060
H38 -0.68206 -2.84450 3.32485
H39 -0.99576 -2.80216 1.57542
C22 -2.09518 -4.37808 -4.92472
Cl13 -1.32050 -4.36072 -6.51660
Cl14 -3.56202 -3.39290 -4.90660
H40 -2.35301 -5.40423 -4.68892
H41 -1.41124 -3.98399 -4.18191
C23 -6.17016 -8.77726 -4.59184
Cl15 -5.71330 -9.60294 -6.08528
Cl16 -5.53248 -7.12938 -4.53292
H42 -7.25109 -8.73162 -4.53460
H43 -5.77246 -9.33203 -3.75055
C24 5.36159 2.61638 2.55688
Cl17 6.21511 2.07740 4.00510
Cl18 5.24431 1.33307 1.34354
H44 4.36314 2.91785 2.83383
H45 5.89806 3.45346 2.12458
C25 9.37310 3.46340 1.32531
Cl19 8.55157 4.72887 2.24722
Cl20 8.22345 2.46430 0.42754
H46 10.05374 3.92952 0.62306
H47 9.91890 2.82959 2.01405
C26 1.25003 -6.56834 -8.44659
Cl21 0.94709 -5.25853 -9.59467
Cl22 1.20622 -8.15203 -9.22911
H48 2.22992 -6.42425 -8.00748
H49 0.48657 -6.53856 -7.67801
C27 7.73068 0.57485 7.74503
Cl23 9.11639 0.63418 6.64954
Cl24 6.21793 0.92633 6.90136
H50 7.66809 -0.41811 8.17365
H51 7.87227 1.31231 8.52587
C28 -6.08967 -0.25863 4.12698
Cl25 -5.46482 -0.52424 5.75853
Cl26 -5.78120 1.39174 3.57302
H52 -5.60168 -0.95007 3.44995
H53 -7.15931 -0.43114 4.13009
C29 4.07478 6.78295 3.35560
Cl27 4.53647 5.16894 3.92313
Cl28 4.19207 7.98536 4.64569
H54 4.73899 7.06860 2.54816
H55 3.05181 6.74684 3.00199

Gap between HOMO and LUMO   0.344 Ha
HOMO level   -9.60 eV
LUMO level   -0.25 eV

=====

Density functional theory data (wB97M-V/def2-TZVPD) for 3 unconnected molecules or ions with the total composition CH9NO2 at a distorted geometry.

Element x y z (Å)
C1 -0.50343 -0.31109 1.22824
N1 0.39136 0.81008 1.31560
H1 -1.34354 -0.17057 0.53593
H2 -0.07207 -1.28358 0.92388
H3 -0.93783 -0.67506 2.18787
H4 0.81478 1.10884 0.44994
H5 0.97438 0.82940 2.13761
H6 -0.51726 3.17479 2.30985
H7 -1.25904 4.30664 3.01513
O1 -1.16066 3.32697 3.02304
H8 0.42128 -3.78691 -5.72665
H9 1.85541 -3.36496 -5.42418
O2 1.33661 -3.96455 -5.97626

Gap between HOMO and LUMO (alpha / beta)   0.071 / 0.348 Ha
Charge   -1
Expectation value of S²   0.750
HOMO level (alpha / beta)   1.35 / -5.92 eV
2S+1   2
Energy relative to the best compared isomer or geometry (same formula, charge and spin)   21.75 kcal per mole
LUMO level (alpha / beta)   3.27 / 3.54 eV

=====

Density functional theory data (wB97M-V/def2-TZVPD) for a molecular structure, C22H33IIrN2O3SSb.

Element x y z (Å)
Ir1 -1.23185 -0.83666 0.21508
C1 2.14725 -3.37196 2.99450
C2 2.22938 -1.89001 2.99591
N1 3.31253 -1.31422 3.46936
C3 3.40104 0.01245 3.47812
C4 2.36844 0.89137 3.07120
C5 2.58134 2.37571 3.20618
O1 2.09674 3.01669 2.03486
C6 1.21809 0.34618 2.55253
C7 0.06366 1.20449 2.29603
N2 -0.90992 0.96670 1.50336
C8 -1.95978 1.93374 1.46240
C9 -1.67569 3.29451 1.42678
C10 -2.71004 4.21881 1.42882
C11 -4.02984 3.79258 1.45881
C12 -4.32362 2.43544 1.46936
C13 -3.28715 1.52047 1.45996
I1 -3.68853 -0.53746 1.42433
C14 1.13894 -1.09213 2.42663
O2 0.19532 -1.68436 1.85376
H1 2.67012 -3.76044 3.86596
H2 2.66856 -3.76273 2.11455
H3 1.11933 -3.72314 2.96521
H4 4.33199 0.42847 3.84795
H5 3.64647 2.56599 3.34925
H6 2.05955 2.73850 4.10131
H7 2.45600 3.91036 1.99763
H8 0.02224 2.11196 2.89374
H9 -0.64258 3.61813 1.38352
H10 -2.48295 5.27608 1.40448
H11 -4.83633 4.51277 1.47084
H12 -5.35197 2.09961 1.48240
C15 3.69892 -1.06176 -1.85544
C16 2.52135 -0.46735 -1.08492
Sb1 0.71059 -1.55392 -1.39406
C17 0.29111 -1.30881 -3.46620
C18 -0.79612 -2.27081 -3.93878
C19 1.29350 -3.59210 -1.15768
C20 0.11547 -4.49749 -0.80760
H13 4.59551 -0.46137 -1.70085
H14 3.50742 -1.08749 -2.92859
H15 3.92326 -2.07834 -1.53090
H16 2.32409 0.56381 -1.38224
H17 2.71240 -0.45646 -0.00942
H18 1.22310 -1.45775 -4.01183
H19 -0.00604 -0.26739 -3.58878
H20 -0.48248 -3.31103 -3.84779
H21 -1.03202 -2.09670 -4.98906
H22 -1.71731 -2.14877 -3.36378
H23 2.05024 -3.60390 -0.37136
H24 1.78558 -3.90368 -2.07991
H25 -0.36379 -4.18253 0.12208
H26 0.45187 -5.52552 -0.67380
H27 -0.64194 -4.49999 -1.59236
C21 -3.43409 0.80191 -3.50209
S1 -3.03652 1.35538 -1.85177
C22 -2.56757 3.03247 -2.23517
O3 -1.71696 0.65131 -1.51653
H28 -2.57581 0.95657 -4.15447
H29 -4.30065 1.35838 -3.85792
H30 -3.68410 -0.25542 -3.43608
H31 -3.43970 3.55346 -2.62969
H32 -1.75782 3.01885 -2.96305
H33 -2.24820 3.49857 -1.30479

Gap between HOMO and LUMO (alpha / beta)   0.273 / 0.224 Ha
Charge   +2
Expectation value of S²   6.043
HOMO level (alpha / beta)   -13.58 / -14.35 eV
2S+1   5
Energy relative to the best compared isomer or geometry (same formula, charge and spin)   0.44 kcal per mole
LUMO level (alpha / beta)   -6.16 / -8.25 eV